Here is a 3-piece molecular cluster, C29H34N2O2 overall at a distorted geometry from OMol25. Energies are from the ωB97M-V functional and the def2-TZVPD basis.

Structure (XYZ):
```
67
Properties=species:S:1:pos:R:3:forces:R:3
C 5.764 -1.670 -0.122 -0.6 0.0 0.2
C 4.271 -1.519 -0.465 0.3 0.4 -0.1
C 3.838 -0.031 -0.652 0.1 -1.0 0.1
C 3.445 0.252 -2.101 0.4 0.4 -0.3
C 3.372 1.750 -2.472 -0.1 -0.2 0.6
C 2.723 2.636 -1.388 0.0 0.4 -1.2
C 1.178 2.540 -1.374 0.0 -0.4 0.6
C 0.611 1.787 -0.134 0.6 1.0 0.0
C -0.617 2.504 0.478 0.1 -0.9 0.1
C -1.960 1.949 0.065 -0.1 0.4 -0.2
C -2.964 2.794 -0.181 -0.3 -0.1 -0.4
C -4.337 2.337 -0.551 0.0 0.4 0.4
O -5.296 3.071 -0.368 0.6 -0.3 -0.4
C -4.462 0.951 -1.112 0.4 1.6 0.6
C -5.567 0.642 -1.854 -0.4 -0.1 -0.3
C -5.677 -0.641 -2.344 -0.8 0.4 -0.2
C -4.692 -1.556 -2.070 -0.5 -1.0 -0.6
C -3.579 -1.227 -1.341 0.8 -0.8 0.2
C -3.446 0.046 -0.851 0.3 0.8 0.3
C -2.253 0.483 -0.046 0.4 -1.0 0.6
O -1.567 -0.352 0.528 -0.3 0.7 -0.5
H 5.886 -1.463 0.944 0.2 0.1 -0.2
H 6.413 -0.993 -0.687 -0.2 -0.1 -0.1
H 6.094 -2.698 -0.259 0.1 0.1 0.0
H 4.064 -2.088 -1.379 -0.2 0.1 0.1
H 3.685 -1.944 0.355 0.0 -0.2 -0.2
H 2.999 0.153 0.026 0.1 0.3 -0.1
H 4.693 0.572 -0.324 -0.3 0.3 -0.2
H 4.223 -0.194 -2.737 -0.2 -0.1 0.0
H 2.510 -0.259 -2.362 0.0 0.0 0.2
H 2.791 1.884 -3.392 0.1 -0.1 0.0
H 4.383 2.111 -2.691 -0.1 0.0 0.1
H 2.978 3.665 -1.675 0.0 -0.1 0.2
H 3.173 2.489 -0.403 -0.2 -0.2 -0.1
H 0.802 3.568 -1.382 -0.2 -0.2 0.1
H 0.800 2.060 -2.283 0.2 0.1 0.0
H 1.409 1.842 0.615 -0.2 -0.2 0.0
H 0.453 0.726 -0.331 -0.2 0.1 0.0
H -0.534 2.488 1.572 -0.1 -0.2 -0.1
H -0.582 3.558 0.196 -0.1 -0.1 0.0
H -2.792 3.865 -0.108 -0.3 -0.1 0.1
H -6.316 1.399 -2.048 0.0 -0.1 0.1
H -6.558 -0.902 -2.918 0.1 -0.2 0.0
H -4.828 -2.562 -2.454 0.2 0.0 0.1
H -2.816 -1.979 -1.175 0.0 0.2 0.1
N 7.280 -3.468 1.813 0.3 -0.3 0.4
C 8.550 -3.810 1.602 -0.1 0.1 -0.1
C 9.399 -4.276 2.594 0.0 0.0 0.0
C 8.902 -4.391 3.881 0.0 0.0 0.1
C 7.584 -4.039 4.123 0.0 0.0 0.0
C 6.821 -3.587 3.058 -0.1 0.0 -0.1
H 8.898 -3.701 0.579 0.1 0.0 0.0
H 10.422 -4.541 2.363 0.0 0.0 0.0
H 9.532 -4.750 4.685 0.0 0.0 0.0
H 7.157 -4.113 5.114 0.0 0.0 0.0
H 5.782 -3.303 3.199 0.0 0.0 0.1
N -7.769 0.559 0.837 -0.2 0.0 0.0
C -8.091 1.811 0.504 0.1 0.0 0.0
C -9.382 2.315 0.571 0.0 -0.1 0.0
C -10.395 1.474 1.002 -0.1 0.0 0.0
C -10.080 0.171 1.349 0.0 0.0 0.0
C -8.757 -0.233 1.250 0.1 0.0 0.0
H -7.266 2.430 0.170 -0.1 0.0 0.0
H -9.586 3.340 0.291 0.0 0.0 0.0
H -11.416 1.830 1.066 0.0 0.0 0.0
H -10.841 -0.518 1.690 0.0 0.0 0.0
H -8.464 -1.244 1.515 -0.1 0.0 0.0
```
Positions in Å, forces in eV/Å.

Properties
**HOMO**: -9.47 eV
**Energy above the lowest of the compared OMol25 structures with the same formula, charge and spin**: 54.4 kcal per mole
**SMILES string**: CCCCCCCCCC1=CC(=O)c2ccccc2C1=O.c1ccncc1.c1ccncc1

---

Here is C29H35As2F3N2O9ReS as an isolated structure at a distorted geometry from OMol25. Energies are from the ωB97M-V functional and the def2-TZVPD basis.

Structure (XYZ):
```
82
Properties=species:S:1:pos:R:3:forces:R:3
Re -0.625 -0.997 -1.617 -1.1 1.1 -1.1
S -1.060 0.828 0.094 -0.2 -0.3 -0.1
C -2.714 0.242 0.413 0.1 0.4 -0.1
C -3.628 0.965 1.163 0.0 -0.1 -0.1
C -4.905 0.446 1.301 0.0 -0.2 -0.1
C -5.209 -0.771 0.705 0.0 0.2 0.1
C -4.212 -1.424 -0.004 -0.3 -0.2 -0.1
N -2.999 -0.923 -0.156 0.6 -0.2 -0.3
H -3.333 1.893 1.627 0.0 0.1 0.0
H -5.651 0.982 1.867 -0.1 0.0 0.1
H -6.195 -1.204 0.794 0.0 0.0 0.0
H -4.380 -2.385 -0.472 -0.1 -0.1 0.0
C -2.592 -2.261 2.970 -0.3 0.1 0.4
O -1.591 -1.730 2.123 0.2 0.0 -0.1
C -1.124 -0.512 2.433 -0.4 -0.1 1.0
O -1.533 0.141 3.361 -0.1 -0.2 -0.3
C -0.085 -0.075 1.469 0.4 0.1 -0.3
C 0.861 0.910 2.005 0.3 0.6 0.3
As 2.017 0.399 3.483 -0.4 0.1 -0.6
C 1.063 -1.038 4.415 -0.1 0.0 0.1
C 3.051 -0.781 2.247 -0.2 -0.2 0.1
C 2.661 -1.378 1.120 0.0 0.0 -0.3
As 0.838 -1.526 0.397 -0.1 0.1 1.2
C 0.529 -3.310 1.166 0.0 -0.1 0.0
C 3.569 -2.340 0.419 0.3 -0.4 0.5
O 4.064 -3.264 1.015 0.0 0.2 -0.2
O 3.793 -2.223 -0.893 0.1 -0.3 -0.2
C 3.317 -1.131 -1.665 -0.1 0.4 -0.2
C 4.379 -0.963 2.876 0.2 -0.4 0.5
O 4.431 -1.448 3.980 0.1 0.0 -0.2
O 5.486 -0.481 2.308 0.3 -0.2 0.3
C 5.447 0.231 1.089 -0.1 0.3 -0.5
C 1.613 1.490 0.964 -0.2 -0.2 0.5
O 1.540 1.072 -0.210 0.2 0.3 -0.2
O 2.497 2.502 1.180 0.1 -0.3 -0.3
C 2.252 3.391 2.249 0.0 0.4 0.5
H -3.000 -3.130 2.460 0.1 0.0 0.0
H -3.372 -1.517 3.146 0.0 -0.1 0.0
H -2.148 -2.548 3.926 -0.1 0.0 0.0
H 0.294 -0.614 5.059 0.0 0.1 -0.1
H 1.804 -1.543 5.032 0.1 0.0 -0.1
H 0.614 -1.766 3.743 0.0 0.0 0.0
H 0.567 -3.351 2.254 0.0 0.2 -0.1
H 1.316 -3.959 0.775 0.0 0.1 0.0
H -0.433 -3.690 0.822 0.1 0.1 0.0
H 4.107 -0.892 -2.379 0.0 0.0 0.1
H 3.093 -0.254 -1.051 0.0 -0.1 -0.1
H 2.420 -1.434 -2.222 0.2 0.0 0.2
H 6.300 0.910 1.112 -0.1 -0.1 0.0
H 4.528 0.815 0.976 0.1 -0.1 0.0
H 5.558 -0.453 0.244 0.0 0.0 0.0
H 2.404 4.400 1.863 0.0 0.0 0.0
H 2.949 3.209 3.076 -0.1 0.0 -0.2
H 1.227 3.282 2.616 0.1 0.0 -0.1
C -3.255 0.749 -4.448 -0.3 0.1 -0.3
O -2.323 0.464 -3.411 -0.1 0.1 -0.3
C -2.061 -0.774 -2.990 0.6 0.0 0.6
C -2.909 -1.860 -3.590 -0.1 0.3 0.2
H -3.040 0.165 -5.344 0.0 0.0 0.0
H -3.138 1.810 -4.661 0.0 -0.1 0.0
H -4.282 0.562 -4.125 0.1 0.0 0.0
H -3.945 -1.553 -3.699 -0.2 0.0 -0.1
H -2.871 -2.757 -2.984 0.1 -0.1 0.0
H -2.514 -2.103 -4.577 0.0 -0.1 -0.1
N 0.410 1.278 -2.838 -0.1 -1.7 0.2
C 0.203 2.568 -2.325 -0.2 1.0 0.4
C 1.266 3.322 -1.829 -0.1 -0.1 -0.2
C 1.036 4.561 -1.258 0.0 0.0 0.0
C -0.245 5.080 -1.191 -0.1 0.0 0.0
C -1.301 4.352 -1.717 0.0 0.2 0.0
C -1.082 3.112 -2.281 0.2 -0.3 -0.1
H 1.389 1.019 -2.846 -0.1 0.1 -0.1
H -0.040 1.128 -3.733 0.1 0.0 0.1
H 2.271 2.929 -1.881 0.0 -0.1 0.1
H 1.869 5.127 -0.867 0.1 0.0 0.0
H -0.426 6.045 -0.740 0.0 0.1 0.0
H -2.304 4.754 -1.691 -0.1 0.0 0.0
H -1.911 2.544 -2.669 -0.1 -0.1 0.0
F -1.157 -3.831 -1.952 -0.5 -0.2 0.2
C -0.236 -2.916 -2.393 0.7 -0.3 0.1
F 0.950 -3.429 -1.899 0.2 -0.2 -0.3
F -0.151 -3.138 -3.731 0.0 0.0 -0.3
```
Positions in Å, forces in eV/Å.

Properties
**2S+1**: 2
**HOMO (spin up / spin down)**: -6.91 / -6.90 eV
**Expectation value of S²**: 1.120

---

Here is C29H35AsBCoN3O3P as an isolated structure at a distorted geometry from OMol25. Energies are from the ωB97M-V functional and the def2-TZVPD basis.

Structure (XYZ):
```
74
Properties=species:S:1:pos:R:3:forces:R:3
Co -2.344 1.162 -0.166 0.1 1.3 -0.2
C -3.751 6.058 0.702 0.0 0.0 0.0
O -3.587 5.053 -0.317 0.0 0.0 0.0
C -2.939 3.946 -0.073 0.1 -0.1 0.1
O -2.847 3.071 -0.929 -0.2 -0.1 -0.4
N -2.346 3.772 1.133 0.0 0.1 0.1
N -1.713 2.539 1.371 0.0 -0.7 -0.2
H -4.385 6.816 0.259 0.0 0.0 0.0
H -2.789 6.500 0.965 0.0 0.0 0.0
H -4.252 5.641 1.576 0.0 0.0 0.0
H -2.395 4.448 1.876 0.0 0.0 0.0
H -2.105 2.114 2.208 0.0 0.0 0.0
H -0.715 2.685 1.488 0.0 0.0 0.0
O -3.314 0.559 -1.797 0.3 -0.2 0.2
H -3.707 1.379 -2.137 -0.1 0.0 0.0
H -4.054 -0.037 -1.597 0.0 0.0 0.0
B -6.521 0.305 0.342 -0.1 0.0 -0.2
C -5.029 0.487 0.775 -0.2 0.1 0.0
N -3.894 0.663 0.941 0.0 -0.2 0.4
H -6.716 1.232 -0.429 0.1 0.0 0.1
H -6.561 -0.756 -0.255 0.0 0.0 0.1
H -7.265 0.363 1.287 0.1 -0.1 0.0
C 0.838 -0.309 0.530 -0.1 0.2 0.2
C 1.574 1.021 0.648 -0.1 -0.2 -0.1
As 3.465 0.917 1.252 0.1 0.1 0.0
C 3.227 -0.183 2.841 0.0 0.0 0.0
C 2.096 -0.077 3.646 0.0 0.0 0.0
C 1.994 -0.802 4.827 0.0 0.0 0.0
C 3.034 -1.630 5.224 0.0 0.0 0.0
C 4.174 -1.730 4.438 0.0 0.0 0.0
C 4.273 -1.004 3.259 0.0 0.0 0.0
C 4.012 -0.432 -0.051 -0.1 -0.1 -0.1
C 3.826 -1.806 0.098 0.0 0.0 0.0
C 4.155 -2.676 -0.934 0.0 0.0 0.0
C 4.687 -2.184 -2.120 0.0 0.0 0.0
C 4.886 -0.820 -2.273 0.0 0.0 0.0
C 4.547 0.050 -1.244 0.0 0.0 0.0
P -0.626 -0.249 -0.557 0.2 -0.2 -0.1
C -1.176 -1.972 -0.560 -0.2 0.0 0.0
C -1.690 -2.460 0.644 0.0 0.0 0.0
C -2.069 -3.787 0.756 0.0 0.0 0.0
C -1.951 -4.633 -0.339 0.0 0.0 0.0
C -1.481 -4.144 -1.548 0.0 0.0 0.0
C -1.096 -2.815 -1.665 0.0 0.0 0.0
C 0.117 0.107 -2.169 -0.1 0.1 -0.1
C -0.319 1.213 -2.898 0.0 -0.1 0.0
C 0.237 1.506 -4.135 0.0 0.0 0.0
C 1.233 0.692 -4.652 0.0 0.0 0.0
C 1.696 -0.394 -3.919 0.0 0.0 0.0
C 1.150 -0.684 -2.679 0.0 0.1 0.0
H 0.528 -0.676 1.510 0.0 -0.1 0.0
H 1.477 -1.072 0.084 0.0 0.0 0.1
H 1.050 1.699 1.326 0.1 0.0 0.0
H 1.635 1.521 -0.323 0.0 0.0 0.0
H 1.283 0.583 3.362 0.0 0.0 0.0
H 1.105 -0.719 5.438 0.0 0.0 0.0
H 2.962 -2.186 6.150 0.0 0.0 0.0
H 4.989 -2.372 4.744 0.0 0.0 0.0
H 5.172 -1.080 2.658 0.0 0.0 0.0
H 3.434 -2.206 1.025 0.0 0.0 0.0
H 3.994 -3.740 -0.811 0.0 0.0 0.0
H 4.954 -2.866 -2.918 0.0 0.0 0.0
H 5.307 -0.431 -3.191 0.0 0.0 0.0
H 4.708 1.116 -1.369 0.0 0.0 0.0
H -1.801 -1.798 1.497 0.0 0.0 0.0
H -2.462 -4.156 1.694 0.0 0.0 0.0
H -2.241 -5.672 -0.254 0.0 0.0 0.0
H -1.409 -4.798 -2.407 0.0 0.0 0.0
H -0.741 -2.441 -2.616 0.0 0.0 0.0
H -1.096 1.855 -2.500 0.0 0.0 0.0
H -0.110 2.365 -4.694 0.0 0.0 0.0
H 1.654 0.903 -5.626 0.0 0.0 0.0
H 2.486 -1.020 -4.312 0.0 0.0 0.0
H 1.538 -1.524 -2.113 0.0 0.0 0.0
```
Positions in Å, forces in eV/Å.

Properties
**2S+1**: 2
**HOMO (spin up / spin down)**: -10.85 / -10.85 eV
**Expectation value of S²**: 0.774
**Total charge**: +1
**Energy above the lowest of the compared OMol25 structures with the same formula, charge and spin**: 7.0 kcal per mole

---

Ordered E results: -1385.40511, -7160.13795, -5500.56754; unit a.u..